{"formula": "C12H14ClNO3", "method": "the ωB97M-V functional and the def2-TZVPD basis", "lumo_ev": 0.3, "total_charge": 0, "orbital_gap_ev": 9.08, "e_homo_ev": -8.733, "species": ["C", "C", "C", "C", "C", "O", "N", "C", "C", "C", "Cl", "C", "C", "C", "C", "O", "O", "H", "H", "H", "H", "H", "H", "H", "H", "H", "H", "H", "H", "H", "H"], "xyz": [[3.924, 2.655, -1.417], [4.042, 1.413, -0.637], [3.058, 0.369, -0.872], [2.935, -0.139, -2.356], [1.715, 0.956, -0.279], [1.670, 1.888, 0.350], [1.025, -0.197, -0.123], [-0.449, -0.273, 0.052], [-0.981, 0.802, 0.734], [-2.338, 0.752, 1.311], [-2.902, 1.982, 2.183], [-3.010, -0.604, 1.002], [-2.462, -1.529, 0.262], [-1.270, -1.258, -0.061], [-0.670, -2.728, -0.743], [0.416, -2.669, -1.315], [-1.422, -3.644, -0.770], [4.112, 2.501, -2.494], [2.956, 3.109, -1.187], [4.661, 3.353, -1.344], [5.003, 0.909, -0.961], [4.169, 1.551, 0.289], [3.452, -0.391, -0.283], [2.471, -1.035, -2.363], [3.780, -0.222, -3.114], [2.288, 0.747, -2.856], [1.333, -1.260, -0.687], [-0.396, 1.713, 0.917], [-4.210, -0.552, 1.382], [-3.039, -2.356, 0.331], [-1.131, -4.251, -1.219]], "atomic_forces_ev_per_a": [[-2.1, -0.4, -1.8], [3.4, -1.5, -7.3], [-0.3, 1.8, -2.7], [0.2, 5.6, -1.2], [3.9, -10.1, -3.2], [-1.4, 8.3, 3.8], [-4.7, -6.3, -2.6], [4.5, 4.9, 2.1], [-3.4, 2.3, 2.2], [3.7, -6.5, -4.8], [-1.5, 2.0, 1.6], [-5.7, 8.5, 4.8], [-4.8, 1.3, 2.7], [6.5, -9.8, -5.6], [5.9, 11.5, 0.3], [0.1, -0.9, 0.2], [-10.4, 3.3, 7.6], [-1.1, -0.5, 0.0], [0.2, 0.3, -0.6], [2.2, 2.1, 1.5], [-0.4, 0.6, 0.3], [0.6, 1.4, 7.3], [-0.3, -1.9, 1.4], [-2.0, -2.8, -0.3], [-0.2, 0.3, 1.7], [1.0, -2.4, 0.7], [-1.2, 4.4, 1.7], [-0.3, -0.6, -0.1], [3.5, -0.7, -1.0], [-0.9, -3.2, -1.1], [4.9, -11.0, -7.8]]}


{"formula": "C4H12S2", "method": "the ωB97M-V functional and the def2-TZVPD basis", "multiplicity": 2, "lumo_ev": [-4.8, -8.6], "total_charge": 1, "orbital_gap_ev": [9.60, 5.88], "e_homo_ev": [-14.435, -14.427], "species": ["C", "S", "S", "H", "H", "H", "H", "C", "C", "C", "H", "H", "H", "H", "H", "H", "H", "H"], "xyz": [[-0.285, 3.058, -1.355], [-1.517, 1.893, -0.784], [-1.875, 0.976, -2.538], [-0.550, 3.471, -2.329], [0.654, 2.524, -1.487], [-0.123, 3.752, -0.531], [-1.713, -0.319, -2.234], [1.486, -1.828, 0.286], [0.440, -0.846, 0.775], [-0.468, -1.323, 1.890], [2.452, -1.782, 0.786], [1.630, -1.845, -0.788], [1.201, -2.852, 0.538], [-0.203, -0.571, -0.074], [0.905, 0.075, 1.111], [0.086, -1.401, 2.823], [-1.271, -0.644, 2.166], [-0.850, -2.337, 1.745]], "atomic_forces_ev_per_a": [[0.2, 0.1, 0.1], [0.3, -0.9, -0.4], [0.3, 0.6, -0.3], [-0.1, 0.4, 0.3], [0.0, -0.4, 0.0], [-0.3, 0.4, -0.3], [-0.3, -0.2, 0.6], [0.1, -1.3, 0.5], [-0.5, 0.4, -0.3], [0.4, -0.6, 1.0], [0.1, 0.6, -0.1], [0.2, 0.3, -0.2], [-0.4, 0.0, -0.1], [0.0, 0.0, -0.1], [0.2, 0.3, -0.1], [0.4, 0.0, 0.1], [-0.3, 0.1, -0.4], [-0.2, 0.2, -0.3]]}


{"formula": "C3H5NOS", "method": "the ωB97M-V functional and the def2-TZVPD basis", "lumo_ev": [-0.6, 0.2], "total_charge": 0, "orbital_gap_ev": [7.65, 8.66], "e_homo_ev": [-8.269, -8.499], "species": ["C", "C", "C", "N", "O", "S", "H", "H", "H", "H", "H"], "xyz": [[-0.953, -1.367, -0.035], [-1.409, -0.352, 0.622], [0.131, 1.183, -0.310], [0.994, 0.128, -0.655], [-0.896, 0.897, 0.658], [2.229, -0.219, 0.372], [-0.919, -2.387, -0.302], [-2.302, -0.380, 1.253], [0.661, 2.035, 0.140], [-0.380, 1.496, -1.237], [2.844, -1.034, -0.506]], "atomic_forces_ev_per_a": [[1.1, 0.9, -0.5], [-0.7, 0.0, 0.4], [-0.5, 0.8, -0.1], [-0.4, -1.2, -0.2], [0.3, 0.3, 0.2], [0.1, -0.1, 0.1], [-0.2, -0.5, -0.1], [0.1, -0.2, 0.0], [-0.1, -0.1, -0.2], [0.1, -0.1, 0.3], [0.1, 0.1, 0.2]]}


{"formula": "C2H8N", "method": "the ωB97M-V functional and the def2-TZVPD basis", "lumo_ev": -3.9, "total_charge": 1, "orbital_gap_ev": 14.63, "e_homo_ev": -18.500, "species": ["C", "N", "C", "H", "H", "H", "H", "H", "H", "H", "H"], "xyz": [[0.866, 0.617, 0.692], [-0.187, 0.435, -0.368], [-0.797, -0.930, -0.404], [1.106, -0.231, 1.210], [1.761, 0.852, 0.203], [0.731, 1.565, 1.368], [0.258, 0.720, -1.298], [-1.074, 1.014, -0.274], [0.057, -1.635, -0.417], [-1.328, -1.283, -1.220], [-1.393, -1.124, 0.507]], "atomic_forces_ev_per_a": [[-0.8, 4.2, 0.4], [-1.7, 1.0, -1.5], [2.5, -1.9, 2.3], [-0.3, -2.3, 1.5], [1.3, 0.4, -1.1], [-0.5, -2.1, -1.2], [-1.0, -0.7, 1.4], [1.8, 0.0, 0.2], [-0.3, 0.3, 0.4], [-1.3, 0.7, -2.0], [0.5, 0.5, -0.4]]}


{"formula": "C11H12Cl5F7InO6S", "method": "the ωB97M-V functional and the def2-TZVPD basis", "lumo_ev": 1.7, "total_charge": -1, "orbital_gap_ev": 7.79, "e_homo_ev": -6.066, "species": ["C", "C", "O", "O", "C", "O", "C", "In", "O", "C", "C", "C", "Cl", "S", "O", "O", "C", "F", "F", "C", "F", "F", "C", "F", "F", "F", "H", "H", "H", "H", "H", "H", "H", "H", "H", "H", "H", "H", "C", "Cl", "Cl", "Cl", "Cl"], "xyz": [[2.497, -0.003, 1.657], [1.470, 0.998, 2.116], [1.062, 1.118, 3.238], [1.041, 1.779, 1.092], [0.450, 3.032, 1.386], [1.110, 3.841, 1.960], [-0.944, 3.156, 0.893], [-1.679, 2.187, -0.932], [-2.133, 3.709, -2.198], [-3.452, 0.956, -0.585], [-3.216, -0.443, 0.005], [-4.474, -0.941, 0.702], [-4.432, -2.711, 1.043], [0.064, 0.870, -2.340], [1.385, 1.429, -2.100], [-0.359, 0.640, -3.713], [0.294, -0.908, -1.654], [-0.011, -0.849, -0.343], [1.583, -1.255, -1.752], [-0.556, -2.054, -2.268], [-0.802, -2.979, -1.328], [-1.740, -1.594, -2.683], [0.106, -2.799, -3.456], [1.096, -3.595, -3.030], [-0.816, -3.569, -4.053], [0.596, -1.950, -4.355], [3.465, 0.304, 2.060], [2.238, -0.985, 2.056], [2.552, -0.035, 0.571], [-1.133, 4.229, 0.780], [-1.576, 2.808, 1.722], [-2.725, 3.387, -2.884], [-4.048, 1.557, 0.117], [-4.052, 0.876, -1.499], [-2.946, -1.150, -0.781], [-2.395, -0.443, 0.731], [-4.614, -0.461, 1.672], [-5.360, -0.767, 0.090], [6.489, -1.477, 3.611], [8.149, -2.004, 3.296], [5.935, -2.178, 5.135], [6.442, 0.284, 3.722], [5.441, -2.010, 2.300]], "atomic_forces_ev_per_a": [[-0.2, 0.0, -0.1], [0.1, 0.2, -0.2], [0.0, -0.1, 0.1], [-0.1, -0.2, 0.0], [-0.1, -0.2, 0.0], [0.0, 0.2, -0.1], [0.3, 0.3, 0.1], [-0.4, 0.0, 0.3], [0.0, 0.0, -0.1], [0.0, -0.2, 0.1], [-0.2, 0.1, 0.1], [0.0, 0.1, 0.0], [0.0, 0.0, 0.0], [0.1, -0.1, 0.0], [0.1, -0.1, -0.1], [0.0, 0.1, -0.2], [-0.3, 0.1, -0.2], [-0.2, 0.1, 0.5], [0.5, -0.1, 0.0], [0.3, 0.1, -0.2], [0.0, -0.4, 0.4], [-0.4, 0.3, -0.2], [0.2, 0.1, -0.2], [-0.2, 0.1, -0.1], [0.1, 0.0, 0.1], [-0.1, -0.2, 0.1], [-0.1, 0.0, 0.0], [0.1, 0.1, 0.0], [0.0, 0.0, 0.0], [-0.1, -0.1, 0.1], [0.0, -0.1, -0.2], [0.1, 0.1, -0.1], [0.1, 0.0, 0.0], [0.1, 0.0, 0.1], [0.0, 0.1, 0.1], [0.0, -0.1, 0.0], [0.0, 0.0, -0.1], [0.1, -0.1, 0.0], [0.0, 0.0, 0.0], [0.0, 0.0, 0.0], [0.0, 0.0, 0.0], [0.0, 0.0, 0.0], [0.0, -0.1, 0.0]]}


{"formula": "C2H7NO4", "method": "the ωB97M-V functional and the def2-TZVPD basis", "lumo_ev": 0.6, "total_charge": 0, "orbital_gap_ev": 10.83, "e_homo_ev": -10.275, "species": ["O", "C", "N", "C", "O", "H", "H", "H", "O", "H", "H", "O", "H", "H"], "xyz": [[-0.291, -1.036, 1.451], [-1.174, -0.906, 0.638], [-1.112, -0.007, -0.405], [-1.934, -0.022, -1.497], [-2.972, -0.603, -1.664], [-2.011, -1.609, 0.586], [-0.376, 0.724, -0.348], [-1.404, 0.460, -2.347], [2.529, -0.539, 0.752], [1.648, -0.714, 1.136], [3.115, -0.582, 1.519], [1.077, 1.577, -0.239], [0.987, 2.155, 0.521], [1.918, 1.102, -0.105]], "atomic_forces_ev_per_a": [[0.2, 0.3, 0.5], [0.1, -0.5, -0.9], [-0.2, 0.3, 1.3], [0.6, -0.2, -1.6], [-0.2, -0.1, 0.6], [-0.3, 0.2, 0.0], [0.1, -0.7, -0.3], [-0.4, 0.4, 0.2], [0.0, 0.0, 0.5], [0.0, 0.0, -0.2], [0.0, 0.0, -0.3], [0.3, 0.4, -0.2], [0.1, 0.2, 0.1], [-0.3, -0.2, 0.1]]}


| no. | calculated total energy (Eh) |
| --- | --- |
| 1 | -1206.053384 |
| 2 | -955.635169 |
| 3 | -645.308053 |
| 4 | -135.460272 |
| 5 | -4466.232618 |
| 6 | -436.144667 |